No. 1
{
  "formula": "C6H6N2O3",
  "method": "ωB97M-V/def2-TZVPD",
  "symbols": ["O", "C", "O", "C", "N", "N", "C", "C", "O", "C", "C", "H", "H", "H", "H", "H", "H"],
  "xyz": [[1.202, -0.075, 3.008], [0.430, 0.173, 2.106], [-0.600, 1.008, 2.308], [0.501, -0.246, 0.715], [1.421, -1.119, 0.297], [1.200, -1.296, -1.003], [0.183, -0.555, -1.460], [-0.266, 0.153, -0.404], [-1.297, 1.000, -0.669], [-1.657, 0.800, -2.062], [-0.623, -0.211, -2.672], [-0.521, 1.305, 3.215], [1.804, -1.934, -1.482], [-2.697, 0.469, -2.124], [-1.587, 1.753, -2.561], [-0.047, 0.239, -3.473], [-1.157, -1.066, -3.147]],
  "e_homo_ev": -8.604,
  "e_above_lowest_kcal_mol": 0.0,
  "smiles": "O=C(O)c1n[nH]c2c1OCC2",
  "energy_ev": -15440.9168,
  "e_lumo_ev": 0.6872,
  "mol_weight_g_mol": 154.125
}


No. 2
{
  "formula": "C22H60BO29",
  "method": "ωB97M-V/def2-TZVPD",
  "symbols": ["O", "C", "O", "B", "O", "C", "O", "O", "C", "O", "C", "O", "O", "O", "H", "H", "O", "H", "H", "O", "H", "H", "C", "C", "O", "O", "H", "H", "H", "H", "H", "H", "C", "C", "O", "O", "H", "H", "H", "H", "H", "H", "C", "C", "O", "O", "H", "H", "H", "H", "H", "H", "C", "C", "O", "O", "H", "H", "H", "H", "H", "H", "C", "C", "O", "O", "H", "H", "H", "H", "H", "H", "C", "C", "O", "O", "H", "H", "H", "H", "H", "H", "C", "C", "O", "O", "H", "H", "H", "H", "H", "H", "C", "C", "O", "O", "H", "H", "H", "H", "H", "H", "C", "C", "O", "O", "H", "H", "H", "H", "H", "H"],
  "xyz": [[-19.734, 15.889, 0.036], [-19.403, 16.799, 0.843], [-20.180, 17.653, 1.349], [-19.530, 18.552, 2.330], [-18.098, 18.263, 2.101], [-18.018, 17.241, 1.319], [-17.001, 16.624, 1.033], [-20.003, 18.327, 3.730], [-20.468, 19.433, 4.230], [-20.931, 19.518, 5.398], [-20.371, 20.485, 3.082], [-19.892, 19.956, 1.978], [-20.810, 21.620, 3.308], [-22.705, 26.648, 1.332], [-22.342, 26.164, 2.073], [-22.935, 25.974, 0.693], [-13.030, 13.049, 1.353], [-13.390, 12.443, 2.001], [-13.709, 13.716, 1.246], [-23.616, 19.330, 10.267], [-23.113, 19.447, 9.461], [-23.113, 19.798, 10.934], [-26.832, 25.331, 7.814], [-26.327, 24.637, 6.514], [-27.452, 24.445, 5.729], [-27.282, 24.341, 8.767], [-27.713, 25.954, 7.658], [-25.981, 25.891, 8.200], [-25.798, 23.712, 6.741], [-25.631, 25.220, 5.911], [-27.653, 25.174, 5.137], [-28.208, 24.182, 8.571], [-14.651, 17.037, 7.604], [-14.752, 18.300, 8.439], [-15.141, 18.067, 9.763], [-13.526, 16.302, 7.867], [-14.738, 17.210, 6.532], [-15.463, 16.324, 7.747], [-15.579, 18.854, 7.995], [-13.855, 18.919, 8.447], [-14.396, 18.334, 10.308], [-13.560, 15.412, 7.507], [-12.413, 19.808, 2.828], [-13.312, 21.042, 2.962], [-12.894, 21.804, 4.078], [-11.157, 20.113, 2.207], [-13.031, 19.138, 2.230], [-12.299, 19.277, 3.773], [-14.337, 20.740, 3.177], [-13.386, 21.509, 1.980], [-13.239, 22.700, 4.065], [-10.612, 19.396, 2.541], [-25.945, 17.128, 2.377], [-26.338, 18.255, 3.404], [-26.254, 19.516, 2.897], [-27.141, 16.835, 1.500], [-25.639, 16.169, 2.796], [-25.098, 17.505, 1.804], [-25.663, 18.240, 4.259], [-27.295, 18.096, 3.900], [-26.738, 20.162, 3.416], [-27.060, 17.504, 0.816], [-18.193, 23.356, -2.693], [-17.559, 22.040, -3.276], [-18.257, 20.789, -3.020], [-19.574, 23.408, -2.876], [-17.663, 24.177, -3.177], [-18.029, 23.343, -1.615], [-16.536, 21.826, -2.965], [-17.526, 22.107, -4.363], [-17.608, 20.088, -3.110], [-20.022, 22.597, -2.624], [-19.149, 21.814, 11.032], [-19.241, 22.913, 9.987], [-18.901, 24.281, 10.466], [-20.291, 21.943, 11.920], [-18.297, 21.769, 11.710], [-19.178, 20.888, 10.458], [-20.281, 22.995, 9.674], [-18.605, 22.705, 9.127], [-18.666, 24.772, 9.675], [-20.000, 22.444, 12.686], [-18.814, 12.912, 4.955], [-20.326, 12.788, 4.529], [-20.965, 11.621, 5.025], [-18.115, 11.825, 4.406], [-18.886, 12.758, 6.031], [-18.359, 13.821, 4.560], [-20.340, 12.855, 3.441], [-20.766, 13.745, 4.810], [-20.536, 10.895, 4.567], [-18.480, 11.146, 4.977], [-17.726, 11.882, -6.549], [-18.930, 11.261, -5.804], [-19.934, 12.244, -5.425], [-17.044, 12.957, -5.878], [-18.097, 12.331, -7.471], [-17.003, 11.099, -6.778], [-18.649, 10.740, -4.888], [-19.394, 10.579, -6.517], [-19.541, 12.854, -4.797], [-16.513, 12.547, -5.191], [-17.724, 27.234, 4.823], [-16.931, 26.195, 4.056], [-15.518, 26.463, 4.221], [-17.409, 27.204, 6.203], [-18.740, 26.847, 4.902], [-17.851, 28.192, 4.319], [-17.121, 26.388, 3.001], [-17.139, 25.144, 4.257], [-15.348, 27.374, 3.971], [-16.628, 27.756, 6.288]],
  "e_homo_ev": -7.528,
  "charge": -1,
  "e_above_lowest_kcal_mol": 131.3,
  "energy_ev": -83840.1741,
  "e_lumo_ev": 1.6865,
  "mol_weight_g_mol": 799.505
}


No. 3
{
  "formula": "C8H8BeNO2Se4",
  "method": "ωB97M-V/def2-TZVPD",
  "symbols": ["Be", "Se", "Se", "Se", "Se", "C", "C", "O", "C", "C", "C", "C", "C", "C", "H", "H", "H", "H", "H", "H", "H", "H", "O", "N"],
  "xyz": [[1.618, -0.605, 1.829], [0.663, -1.465, 4.662], [1.082, -3.786, 4.131], [3.154, -2.837, 4.097], [3.532, -1.498, 2.191], [1.907, 1.661, -1.077], [0.920, 0.708, -0.495], [1.257, 0.058, 0.517], [-0.391, 0.527, -1.081], [-1.306, -0.352, -0.482], [-2.560, -0.524, -1.028], [-2.920, 0.176, -2.174], [-2.024, 1.053, -2.775], [-0.766, 1.230, -2.235], [2.818, 1.661, -0.486], [1.486, 2.667, -1.107], [2.138, 1.376, -2.105], [-1.026, -0.886, 0.415], [-3.264, -1.201, -0.565], [-3.904, 0.040, -2.600], [-2.311, 1.596, -3.664], [-0.076, 1.912, -2.712], [-0.664, -0.681, 3.695], [0.638, -0.828, 3.049]],
  "e_homo_ev": -11.690,
  "charge": 1,
  "e_above_lowest_kcal_mol": 33.4,
  "energy_ev": -275790.1784,
  "e_lumo_ev": -4.6576,
  "mol_weight_g_mol": 475.009
}


No. 4
{
  "formula": "C4H9BO2",
  "method": "ωB97M-V/def2-TZVPD",
  "symbols": ["B", "C", "C", "C", "C", "O", "O", "H", "H", "H", "H", "H", "H", "H", "H", "H"],
  "xyz": [[2.562, -1.073, -0.180], [-0.057, 0.606, 0.600], [1.228, 1.189, 0.113], [-0.589, -0.606, -0.133], [-2.130, -0.371, -0.247], [2.201, 0.111, -0.171], [-0.152, -1.784, 0.408], [3.101, -1.920, -0.504], [0.108, 0.299, 1.693], [-0.949, 1.350, 0.615], [1.208, 1.718, -0.774], [1.659, 1.772, 0.876], [-0.413, -0.423, -1.298], [-2.483, 0.363, 0.442], [-2.814, -1.236, -0.194], [-2.480, 0.006, -1.246]],
  "e_homo_ev": [-7.215, -7.216],
  "e_above_lowest_kcal_mol": 152.8,
  "energy_ev": -9060.9439,
  "e_lumo_ev": [-0.2089, -0.2089],
  "mol_weight_g_mol": 99.926
}